The following is a quantum chemistry calculation of the molecule C5H8O2, from the OMol25 dataset.

Structure (XYZ):
```
15
Properties=species:S:1:pos:R:3:forces:R:3
O -0.126 -1.564 -1.664 -0.18 -0.03 -0.23
C -0.266 -0.558 -0.692 0.10 0.21 0.31
C 0.946 -0.600 0.223 -0.01 0.02 -0.01
C 0.828 0.397 1.368 0.03 -0.33 0.17
O 1.051 1.730 0.951 -0.15 0.14 -0.14
C -1.617 -0.178 -0.192 0.10 0.17 -0.23
C -1.044 0.669 -1.008 -0.17 -0.23 0.10
H -0.830 -1.435 -2.313 0.13 -0.13 0.06
H 1.036 -1.621 0.615 -0.04 0.15 -0.02
H 1.857 -0.394 -0.351 -0.14 -0.02 0.05
H 1.571 0.198 2.146 -0.06 -0.02 -0.16
H -0.165 0.289 1.834 0.16 0.07 0.00
H -2.488 -0.438 0.393 0.06 0.01 -0.10
H -1.137 1.577 -1.589 0.03 -0.09 0.08
H 0.385 1.928 0.279 0.13 0.09 0.13
```
Positions in Å, forces in eV/Å.

Summary:
electronic energy: -9406.863 eV
strongest force on any atom: 0.38 eV Å⁻¹
Kohn-Sham gap: 10.63 eV
energy relative to the best compared isomer or geometry (same formula, charge and spin): 68.46 kcal per mole
structure (SMILES): OCCC1(O)C=C1
E_HOMO: -9.7 eV
spin multiplicity: 1
charge: 0
E_LUMO: 0.92 eV
M: 100.1 g mol⁻¹

Electronic structure analysis, natural (NBO) charges in units of e:
1 O -0.710
2 C 0.230
3 C -0.458
4 C -0.061
5 O -0.713
6 C -0.199
7 C -0.267
8 H 0.468
9 H 0.220
10 H 0.222
11 H 0.188
12 H 0.156
13 H 0.230
14 H 0.230
15 H 0.463